1.
{"formula": "C35H52N3O2S3SiZr", "method": "ωB97M-V with the def2-TZVPD basis set", "orbital_gap_ev": 7.396, "lumo_energy_ha": -0.2884, "total_charge": 3, "relative_energy_kj_mol": 21.1, "elements": ["Zr", "O", "S", "C", "C", "C", "C", "S", "O", "C", "C", "C", "C", "C", "C", "C", "C", "C", "C", "C", "C", "H", "H", "H", "H", "H", "H", "H", "H", "H", "H", "H", "H", "H", "H", "H", "H", "H", "H", "N", "C", "C", "C", "C", "C", "C", "C", "H", "H", "H", "H", "H", "C", "Si", "C", "C", "C", "C", "C", "C", "C", "C", "H", "H", "H", "H", "H", "H", "H", "H", "H", "H", "H", "H", "H", "H", "H", "H", "H", "H", "H", "H", "H", "C", "N", "C", "S", "N", "C", "H", "H", "H", "H", "H", "H", "H", "H"], "positions_angstrom": [[-0.58374, -0.22124, 0.48900], [-2.02766, -0.75671, -0.83405], [-3.37054, -1.34721, -1.38032], [-3.06187, -3.11276, -1.27097], [-1.72057, -3.58944, -1.82721], [-1.15235, -4.77431, -1.04089], [-0.74090, -4.46526, 0.39132], [0.69243, -3.40667, 0.68576], [0.32170, -2.01942, 0.06047], [1.91712, -4.06188, -0.39677], [2.03562, -3.63549, -1.71472], [3.00300, -4.22541, -2.51020], [3.81870, -5.22712, -1.99284], [3.68956, -5.63584, -0.67323], [2.73899, -5.04272, 0.14506], [-3.39432, -0.98323, -3.09314], [-4.64527, -0.64320, -3.59619], [-4.76447, -0.37529, -4.95447], [-3.64437, -0.42714, -5.76675], [-2.39165, -0.74451, -5.24077], [-2.25513, -1.03008, -3.89751], [-3.92022, -3.56819, -1.77125], [-3.17648, -3.31276, -0.20233], [-1.00095, -2.77454, -1.80465], [-1.84406, -3.88020, -2.86973], [-0.29927, -5.18719, -1.58167], [-1.88908, -5.57987, -0.98701], [-0.45058, -5.37711, 0.92303], [-1.52764, -4.00149, 0.99362], [1.40412, -2.84621, -2.10006], [3.12356, -3.90663, -3.53648], [4.56800, -5.68545, -2.62402], [4.33636, -6.40501, -0.27469], [2.64708, -5.33818, 1.18386], [-5.50986, -0.59012, -2.94644], [-5.72908, -0.11638, -5.36820], [-3.73881, -0.21094, -6.82248], [-1.52691, -0.76564, -5.89003], [-1.28644, -1.25304, -3.47446], [1.39818, 0.16015, 1.54894], [2.45333, 0.17923, 2.01587], [3.76014, 0.22342, 2.56502], [4.00219, -0.31939, 3.83244], [5.28193, -0.26121, 4.34726], [6.30255, 0.32723, 3.60665], [6.05800, 0.85908, 2.34516], [4.78458, 0.81220, 1.81196], [3.19921, -0.77553, 4.39612], [5.48961, -0.67177, 5.32541], [7.30197, 0.37045, 4.01867], [6.86209, 1.31029, 1.78094], [4.57639, 1.22023, 0.83234], [-0.85108, 1.91425, -2.64932], [-0.01931, 2.05119, -0.96746], [-1.11062, 3.08964, 0.20929], [-1.20295, 4.56241, -0.19619], [-2.51668, 2.47352, 0.16716], [-0.60078, 2.97839, 1.65110], [1.77863, 2.61439, -1.22769], [1.80597, 3.63087, -2.38350], [2.61332, 1.39111, -1.63578], [2.39568, 3.28202, 0.00427], [-0.96852, 2.91008, -3.08539], [-1.83376, 1.44845, -2.60977], [-0.23686, 1.33322, -3.34052], [-1.58318, 4.67785, -1.21277], [-0.23094, 5.05451, -0.14338], [-1.88154, 5.10404, 0.47119], [-2.94369, 2.45097, -0.83531], [-3.19232, 3.04475, 0.81281], [-2.55962, 1.43320, 0.54266], [0.38351, 3.42750, 1.78121], [-0.50355, 1.93418, 2.00166], [-1.29261, 3.47633, 2.34069], [1.48550, 3.19021, -3.32805], [2.82893, 3.99103, -2.52296], [1.17912, 4.50296, -2.18548], [2.19493, 0.88369, -2.50989], [2.69032, 0.65584, -0.82925], [3.62756, 1.70085, -1.90515], [1.90692, 4.23086, 0.23284], [3.44819, 3.51198, -0.18880], [2.34689, 2.65722, 0.89886], [-4.13260, 2.44322, 4.02631], [-3.44391, 1.32056, 3.37112], [-2.29475, 0.74060, 3.65440], [-1.82643, -0.64784, 2.66089], [-1.47608, 1.06673, 4.63518], [-1.62059, 2.07505, 5.69691], [-4.95508, 2.73247, 3.37889], [-3.47128, 3.29629, 4.13849], [-4.54346, 2.14780, 4.98842], [-3.94851, 0.87550, 2.62071], [-0.65558, 0.48435, 4.68774], [-1.50416, 3.08127, 5.30274], [-0.82767, 1.89464, 6.41616], [-2.57157, 1.97131, 6.20961]], "atomic_forces_ev_per_a": [[0.1, -0.2, 0.0], [-0.2, 0.0, 0.0], [0.0, 0.1, 0.0], [0.0, -0.1, 0.0], [0.0, 0.0, 0.0], [0.0, 0.0, 0.0], [0.0, 0.0, 0.0], [0.1, 0.1, 0.0], [0.0, 0.0, 0.0], [0.0, 0.0, 0.0], [0.0, 0.0, 0.0], [0.0, 0.0, 0.0], [0.0, 0.0, 0.0], [0.0, 0.0, 0.0], [0.0, 0.0, 0.0], [0.1, 0.0, 0.0], [0.0, 0.0, -0.1], [0.0, 0.0, 0.1], [0.1, 0.0, 0.0], [0.0, 0.0, -0.1], [-0.1, 0.0, 0.0], [0.0, 0.0, 0.0], [0.0, 0.0, 0.0], [0.0, 0.0, 0.0], [0.0, 0.0, 0.0], [0.0, 0.0, 0.0], [0.0, 0.0, 0.0], [0.0, 0.0, 0.0], [0.0, 0.0, 0.0], [0.0, 0.0, 0.0], [0.0, 0.0, 0.0], [0.0, 0.0, 0.0], [0.0, 0.0, 0.0], [0.0, 0.0, 0.0], [0.0, 0.0, 0.0], [0.0, 0.0, 0.0], [0.0, 0.0, 0.0], [0.0, 0.0, 0.0], [0.0, 0.0, 0.0], [0.0, 0.0, 0.1], [0.0, 0.0, 0.0], [0.0, 0.0, -0.1], [0.0, 0.0, 0.0], [0.0, 0.0, 0.0], [0.0, 0.0, 0.0], [0.0, 0.0, 0.0], [0.0, 0.0, 0.0], [0.0, 0.0, 0.0], [0.0, 0.0, 0.0], [0.0, 0.0, 0.0], [0.0, 0.0, 0.0], [0.0, 0.0, 0.0], [0.0, 0.0, 0.0], [0.0, -0.1, 0.0], [-0.1, 0.0, 0.0], [0.0, 0.0, 0.0], [-0.1, 0.0, 0.0], [0.1, 0.0, 0.0], [0.0, 0.0, 0.0], [0.0, 0.0, 0.0], [0.0, 0.0, 0.0], [0.0, 0.0, 0.0], [0.0, 0.0, 0.0], [0.0, 0.0, 0.0], [0.0, 0.0, 0.0], [0.0, 0.0, 0.0], [0.0, 0.0, 0.0], [0.0, 0.0, 0.0], [0.0, 0.1, 0.0], [0.0, 0.0, 0.0], [0.0, 0.0, 0.0], [0.0, 0.0, 0.0], [0.0, 0.0, 0.0], [0.0, 0.0, 0.0], [0.0, 0.0, 0.0], [0.0, 0.0, 0.0], [0.0, 0.0, 0.0], [0.0, 0.0, 0.0], [0.0, 0.0, 0.0], [0.0, 0.0, 0.0], [0.0, 0.0, 0.0], [0.0, 0.0, 0.0], [0.0, 0.0, 0.0], [0.0, 0.0, 0.0], [0.0, 0.0, 0.0], [0.0, 0.0, 0.0], [-0.1, 0.1, 0.0], [0.0, 0.0, 0.0], [0.0, 0.0, 0.0], [0.0, 0.0, 0.0], [0.0, 0.0, 0.0], [0.0, 0.0, 0.0], [0.0, 0.0, 0.0], [0.0, 0.0, 0.0], [0.0, 0.0, 0.0], [0.0, 0.0, 0.0], [0.0, 0.0, 0.0]], "lowdin_charge": [1.2873, -0.7266, 1.1308, -0.2850, -0.2162, -0.1875, -0.2933, 1.1124, -0.7071, -0.4123, -0.0716, -0.0361, -0.0252, -0.0329, -0.0675, -0.4141, -0.0643, -0.0304, -0.0190, -0.0335, -0.0842, 0.1235, 0.0926, 0.0659, 0.1335, 0.1212, 0.1395, 0.1170, 0.0920, 0.1067, 0.1225, 0.1265, 0.1265, 0.1213, 0.1185, 0.1271, 0.1275, 0.1241, 0.1077, 0.0779, -0.0708, -0.2126, -0.0131, -0.0360, -0.0154, -0.0287, -0.0038, 0.1219, 0.1238, 0.1277, 0.1255, 0.1092, -0.1841, 0.6808, -0.6609, -0.0620, -0.1090, -0.1010, -0.6510, -0.0821, -0.1076, -0.0924, 0.0533, 0.0060, 0.0376, 0.0916, 0.0792, 0.0974, 0.0879, 0.0954, 0.0150, 0.0788, 0.0098, 0.0916, 0.0792, 0.0999, 0.0841, 0.0767, 0.0456, 0.0971, 0.0788, 0.0969, 0.0480, -0.0168, 0.0042, -0.7328, 0.6233, 0.0035, -0.0140, 0.1033, 0.0862, 0.1009, 0.1230, 0.1231, 0.0928, 0.1044, 0.0954]}

***

2.
{"formula": "C4H11NO", "method": "ωB97M-V with the def2-TZVPD basis set", "orbital_gap_ev": 9.930, "lumo_energy_ha": 0.0324, "relative_energy_kj_mol": 242.9, "elements": ["C", "C", "N", "H", "H", "H", "H", "H", "H", "H", "C", "C", "O", "H", "H", "H", "H"], "positions_angstrom": [[-1.91825, 3.01591, 0.76254], [-1.11972, 1.97003, 1.56784], [-0.43569, 2.61815, 2.72020], [-2.92757, 3.24455, 1.12067], [-2.04068, 2.61180, -0.25128], [-1.32750, 3.92679, 0.58733], [-0.39103, 1.59818, 0.83855], [-1.86797, 1.24700, 1.90337], [-0.66754, 2.03276, 3.51138], [-0.84468, 3.54042, 2.75461], [0.91620, -3.78734, -2.45944], [2.16515, -3.89478, -2.03661], [3.03380, -2.84749, -2.44055], [0.15274, -4.39985, -1.96499], [0.84674, -3.35764, -3.44176], [2.57777, -4.50642, -1.23579], [3.84823, -3.01205, -1.93604]], "atomic_forces_ev_per_a": [[0.3, -0.3, -1.0], [-0.4, 1.5, -0.5], [-0.4, -0.9, -1.1], [0.4, 0.1, 0.3], [-0.2, 0.0, 0.1], [-0.2, -0.1, 0.4], [-0.1, -0.6, 0.5], [0.5, -0.5, -0.2], [0.1, 0.7, 0.5], [0.1, 0.0, 0.9], [0.2, -1.9, 0.2], [0.5, 2.5, 0.5], [0.4, -1.9, 0.5], [0.2, 0.2, -0.8], [-0.8, 0.8, 0.1], [-0.4, 0.0, 0.0], [-0.2, 0.4, -0.6]], "nbo_charge": [-0.6303, -0.2221, -0.8368, 0.2047, 0.2117, 0.2039, 0.1812, 0.1769, 0.3567, 0.3541, -0.5087, 0.1320, -0.6941, 0.2115, 0.2192, 0.1691, 0.4710]}